#A
{"formula": "C3H8O", "method": "wB97M-V/def2-TZVPD", "smiles": "CCCO", "gap_ev": 11.28, "elements": ["C", "C", "C", "O", "H", "H", "H", "H", "H", "H", "H", "H"], "coordinates": [[-1.56, 0.16, -0.05], [-0.20, -0.52, -0.24], [0.96, 0.32, 0.27], [2.14, -0.46, 0.37], [-1.69, 0.49, 0.99], [-2.38, -0.53, -0.27], [-1.67, 1.03, -0.70], [-0.18, -1.47, 0.32], [-0.04, -0.77, -1.29], [0.73, 0.71, 1.27], [1.12, 1.19, -0.39], [2.78, -0.16, -0.28]], "nbo_charge": [-0.6099, -0.4188, -0.0562, -0.7247, 0.2024, 0.2140, 0.2015, 0.2071, 0.1954, 0.1611, 0.1580, 0.4701]}

=====

#B
{"formula": "C3H8O", "method": "wB97M-V/def2-TZVPD", "smiles": "C=CO.C", "gap_ev": 10.26, "elements": ["C", "C", "O", "H", "H", "H", "H", "C", "H", "H", "H", "H"], "coordinates": [[-0.34, 1.82, 1.04], [-0.82, 0.99, 0.10], [-1.71, -0.07, 0.61], [0.36, 2.71, 0.72], [-0.84, 2.00, 2.02], [-0.42, 1.06, -0.98], [-2.19, -0.26, -0.24], [1.18, -1.69, -0.69], [1.23, -2.36, -1.58], [2.19, -1.25, -0.44], [0.94, -2.11, 0.32], [0.42, -0.85, -0.87]], "nbo_charge": [-0.4770, 0.0741, -0.6913, 0.2067, 0.2188, 0.1986, 0.4708, -0.8672, 0.2185, 0.2156, 0.2274, 0.2050]}

=====

What should be chosen as the least stable of them? Choose #B.